1.
12
Properties=species:S:1:pos:R:3:forces:R:3 method="wB97M-V/def2-TZVPD" smiles="C=NCNC=O"
O -2.279916 0.240480 -2.463565 0.330 -0.067 0.195
N 1.200296 0.716533 0.691908 0.611 -0.826 0.379
N -0.803500 0.421729 -0.724925 -0.148 -0.018 0.015
C 0.269527 -0.164716 0.024675 -0.182 -0.894 0.179
C 1.290693 0.271257 1.884629 0.402 0.868 0.334
C -1.301766 -0.147755 -1.864572 -0.041 0.107 0.084
H 0.872175 -0.757341 -0.664252 0.086 0.182 -0.275
H -0.706648 -1.025731 -2.189569 -0.091 0.142 0.024
H -1.292006 1.238855 -0.382329 0.053 -0.189 0.095
H 2.218287 0.318663 2.434963 0.107 0.937 0.397
H 0.437584 -0.176953 2.417485 0.403 -0.533 -0.318
H 0.095275 -0.935019 0.835551 -1.531 0.292 -1.107


2.
82
Properties=species:S:1:pos:R:3:forces:R:3 method="wB97M-V/def2-TZVPD" total_charge=+1
Pd -0.469014 -0.647399 -0.053755 -0.556 -0.354 -0.144
S 2.171911 1.053774 1.808900 0.399 -0.038 0.304
S 3.808423 2.567079 0.253315 -0.081 0.040 0.109
F 1.721788 3.104790 -1.327784 0.012 -0.004 0.004
F 3.029041 4.786271 -0.966223 0.010 -0.004 0.022
F 2.410461 -1.478126 2.497160 0.003 -0.016 -0.024
F 4.303451 -0.531787 2.031855 0.048 -0.029 -0.001
F 2.944523 -1.108230 0.444948 0.011 -0.009 -0.053
F 1.664775 4.134649 0.572997 -0.011 -0.013 -0.003
O 1.579810 1.042234 3.112131 0.028 0.008 0.031
O 2.902872 0.663610 -5.541230 -0.003 0.029 -0.026
O 1.276031 1.001456 0.677097 -0.221 0.212 -0.311
O 4.693038 3.319593 -3.024591 -0.048 0.084 -0.022
O 4.964702 3.377207 0.398602 0.033 0.035 -0.012
O -0.099649 -2.748795 -0.002135 0.224 -0.104 0.104
O 3.811753 1.450534 -0.662558 -0.008 -0.024 -0.073
N 3.268540 2.149317 1.692679 0.043 -0.008 0.001
N -1.314062 1.171810 -0.181127 0.083 0.172 -0.133
N 3.433355 1.509318 -3.517710 -0.064 -0.072 0.075
N -1.005930 -0.404868 1.865683 -0.032 0.020 0.236
N 0.100517 -0.738024 -1.993855 0.124 0.119 -0.135
C -1.699794 1.696251 1.001339 0.005 -0.007 0.016
C 4.489452 2.357721 -4.029017 0.002 0.000 -0.034
C 2.477773 3.725883 -0.405707 0.014 -0.023 -0.016
C -2.305274 2.086887 6.128027 -0.005 0.009 0.003
C -0.242271 0.774144 6.622623 0.010 0.006 0.007
C -1.458931 0.330318 4.521160 0.004 -0.010 0.021
C 0.815142 -0.804260 -4.643521 -0.011 -0.006 0.007
C -0.689713 -1.227632 2.870970 -0.053 -0.030 -0.129
C -0.909863 -0.906585 4.186771 0.012 0.013 0.054
C -2.661469 5.255051 0.079882 -0.008 0.006 0.018
C 3.035850 -0.603782 1.684727 -0.076 0.037 0.145
C -1.523807 0.801821 2.160317 0.087 0.027 -0.015
C -2.150929 2.993989 1.087300 0.023 -0.004 -0.021
C -2.667471 5.969332 -1.270449 0.003 0.003 -0.012
C -1.687769 5.981360 1.021718 0.010 0.008 0.003
C -0.620876 -1.452691 -2.868375 -0.017 -0.048 0.085
C 1.563144 -0.055228 -3.742920 0.019 0.011 0.010
C -1.769036 1.179459 3.466494 0.003 -0.005 -0.029
C -1.637132 0.720980 5.978063 -0.009 -0.004 0.008
C -1.815405 3.235739 -1.245561 0.014 -0.018 -0.052
C -2.210830 3.808896 -0.045872 -0.016 0.019 0.054
C -4.079708 5.288484 0.668430 0.003 -0.003 0.002
C -0.288405 -1.514223 -4.203404 0.020 -0.002 -0.050
C -2.499797 -0.335972 6.682950 -0.001 0.003 -0.004
C 2.714324 0.737883 -4.338429 0.020 0.043 0.009
C 1.182402 -0.051360 -2.410496 -0.052 -0.008 0.021
C -1.370496 1.928215 -1.274645 -0.032 -0.006 0.045
H 3.362498 1.477357 -2.504594 0.056 -0.047 -0.068
H -1.699219 2.885361 5.695220 0.001 -0.003 0.001
H -2.169920 2.160680 3.662133 -0.009 0.000 0.012
H -3.350950 5.496335 -1.978471 0.002 0.001 0.003
H 5.394042 1.772875 -4.223149 0.011 0.008 0.024
H -1.475732 -1.979333 -2.466551 -0.004 0.003 -0.008
H -1.037427 1.477970 -2.197468 -0.018 0.000 -0.013
H -0.890266 -2.100798 -4.882250 -0.003 -0.002 0.006
H -2.641463 -0.051153 7.725837 0.005 -0.003 -0.001
H 4.150806 2.803911 -4.966719 0.006 -0.040 -0.020
H -0.617598 -1.613625 4.949438 0.007 -0.002 -0.005
H -0.338119 1.056046 7.671890 -0.002 0.004 -0.004
H -3.298533 2.107593 5.673527 0.003 -0.003 0.001
H -1.670767 6.007245 -1.713992 -0.002 -0.002 0.001
H -2.433499 3.391279 2.050317 -0.015 0.008 -0.005
H -2.031042 -1.320360 6.672441 -0.002 0.001 -0.005
H -0.208932 -2.158490 2.604062 -0.025 -0.006 0.015
H 1.708609 0.503382 -1.639218 0.002 -0.004 -0.023
H -2.425615 2.311119 7.187626 0.001 -0.001 -0.002
H 1.122144 -0.797597 -5.681300 0.001 0.000 0.003
H -1.680005 5.542492 2.020633 -0.002 0.001 -0.004
H -3.483597 -0.418903 6.217423 0.000 0.005 0.003
H -4.410327 6.323474 0.760102 0.003 -0.002 0.001
H 5.571692 3.700439 -3.108401 0.016 -0.036 0.029
H 0.394035 1.506138 6.123170 0.000 -0.008 -0.006
H -1.826412 3.794079 -2.169094 0.004 -0.005 0.000
H 0.260781 -0.192503 6.580642 -0.005 -0.001 0.001
H -3.001480 6.997078 -1.129871 0.002 -0.001 0.001
H 0.807138 -3.079383 -0.068988 0.042 0.103 0.006
H -4.121870 4.840016 1.662046 0.000 0.001 -0.003
H -1.988909 7.024863 1.120460 -0.001 -0.003 -0.002
H -4.786827 4.762349 0.024877 0.002 0.001 -0.001
H -0.528417 -3.254040 0.699124 -0.028 -0.024 -0.038
H -0.668796 5.954775 0.632044 -0.005 -0.005 0.002


3.
62
Properties=species:S:1:pos:R:3:forces:R:3 method="wB97M-V/def2-TZVPD" spin_multiplicity=2
Te 0.654290 -1.348736 3.099830 -0.017 0.016 0.034
V 0.063588 -0.214669 0.835734 0.067 0.141 -0.012
S -1.084187 0.850944 4.964303 0.003 0.008 0.002
O -1.951538 -4.618001 -1.700972 -0.025 -0.010 -0.018
O 1.792748 0.290809 0.242235 0.027 -0.032 0.012
O -1.255808 -0.623177 -0.551912 -0.118 -0.070 -0.003
N 0.408039 1.782304 1.664078 0.000 -0.106 0.004
N 0.575775 -2.066143 0.041654 0.057 -0.064 -0.041
N -0.485766 -2.759981 -0.519629 0.018 -0.018 -0.014
C -4.454320 1.220861 2.194635 0.012 0.000 -0.005
C 4.178875 -2.495705 0.178887 0.005 0.011 -0.003
C 1.450488 1.064611 4.893813 0.020 -0.036 0.042
C 4.132771 0.267749 0.378754 -0.003 0.006 0.008
C -5.091255 -3.064207 -2.575963 0.010 -0.005 0.002
C 1.745816 -2.566494 -0.112427 0.012 -0.040 -0.018
C -0.087189 2.694303 0.676258 -0.003 0.019 0.007
C -3.614914 2.112356 1.548229 -0.015 0.011 0.003
C 5.326851 -0.416067 0.419893 0.014 0.012 0.001
C -1.414739 -1.887347 -0.813223 -0.014 0.032 0.027
C -1.820234 0.479277 1.541192 -0.061 0.052 0.006
C -4.899634 -1.745692 -2.166811 -0.001 0.004 0.003
C -2.669989 -2.323065 -1.434491 0.010 0.010 -0.005
C 0.990710 2.103648 5.749315 0.007 0.042 -0.039
C -4.096337 -4.006929 -2.415030 -0.013 0.000 -0.009
C -3.694028 -1.386693 -1.602308 -0.016 0.004 0.002
C 0.438101 0.291093 4.394859 -0.029 0.009 -0.005
C 2.914114 -0.417656 0.262253 0.016 0.025 -0.010
C -0.365157 2.109035 5.873979 0.006 -0.030 0.008
C 5.360511 -1.809800 0.324770 0.008 -0.012 -0.001
C -2.689025 -0.413755 2.168415 -0.004 0.009 -0.001
C -2.877404 -3.652568 -1.837818 0.015 -0.008 -0.024
C 2.947082 -1.824549 0.159676 0.002 0.028 0.019
C -3.991495 -0.052743 2.489304 0.013 -0.001 0.000
C -1.108848 4.363412 -1.266946 -0.051 -0.003 -0.008
C -2.314082 1.745633 1.201537 0.008 -0.009 -0.004
C 0.769843 3.510372 -0.041307 -0.016 0.019 -0.015
C -1.461112 2.684029 0.435507 0.010 -0.022 0.018
C 0.254825 4.348524 -1.019555 0.046 -0.009 0.015
C -1.957225 3.535619 -0.545492 0.024 0.015 -0.007
H -1.512353 5.009236 -2.035592 -0.004 -0.002 0.003
H 0.920017 4.984540 -1.588235 0.002 -0.001 0.004
H 1.639507 2.813767 6.241705 -0.003 -0.001 -0.004
H -0.975233 2.786182 6.450246 0.003 -0.005 0.000
H 1.407294 1.878722 1.802734 0.003 0.014 0.002
H -4.638585 -0.769014 2.980584 -0.002 0.003 0.000
H 2.491977 0.883860 4.664719 -0.002 -0.004 0.004
H -1.166486 -4.230966 -1.257873 0.004 0.000 0.029
H -3.966608 3.110267 1.312753 -0.002 -0.002 0.002
H -6.032507 -3.359206 -3.022722 0.001 0.000 0.001
H -4.234754 -5.034377 -2.723858 -0.001 0.002 0.000
H 4.105346 1.348154 0.439998 -0.008 -0.001 -0.005
H -3.017003 3.524538 -0.765654 -0.001 0.002 -0.002
H -0.074670 1.881348 2.554196 0.002 0.014 0.005
H 1.821355 -3.557580 -0.555488 0.000 -0.005 0.005
H 1.833053 3.486241 0.164575 0.001 0.000 -0.004
H -2.356640 -1.414310 2.416512 -0.004 -0.008 -0.002
H 6.252060 0.137046 0.521817 -0.002 0.000 -0.001
H -5.686459 -1.013679 -2.286277 0.001 -0.001 -0.002
H 6.303161 -2.338114 0.353685 -0.002 -0.002 -0.001
H -5.460535 1.516380 2.462152 0.001 0.000 -0.001
H -3.514366 -0.374035 -1.265624 0.000 -0.004 -0.003
H 4.182884 -3.574905 0.079520 -0.009 0.001 -0.001


4.
76
Properties=species:S:1:pos:R:3:forces:R:3 method="wB97M-V/def2-TZVPD" total_charge=+2
Ba 3.349179 -2.861196 0.483033 0.396 0.816 1.978
Br 0.827206 1.227503 -0.513860 0.491 -0.494 0.656
P -0.368276 1.514062 -3.497353 -0.242 -0.138 -0.012
P 5.390128 -0.144345 -0.055511 1.379 2.116 -0.320
O 1.510992 -1.801844 1.711518 -1.254 0.195 0.275
N 0.209220 -0.782527 3.267838 0.508 -0.149 -0.058
N -0.768702 -1.965921 1.568125 0.136 -0.109 0.049
N 3.795272 -8.713467 -2.208648 0.062 -0.254 -0.003
C 4.829600 2.358463 -1.190945 0.029 0.265 -0.335
C 1.479032 -2.462386 -2.050246 1.022 -0.160 0.295
C 2.278830 -1.510034 -2.750578 0.011 0.227 -0.380
C -2.476021 2.041361 -5.214899 -0.151 0.244 -0.165
C 4.132033 -0.002285 1.294059 -0.315 -0.719 0.152
C 0.725171 1.907490 -4.899751 0.325 0.713 0.237
C -0.947860 2.917821 -2.474623 0.344 0.009 0.900
C 5.576844 -1.707256 -1.004137 -0.629 -0.630 -0.021
C 4.444225 0.883553 -1.279385 -0.138 -0.140 0.067
C 4.341026 -6.392503 -2.076054 0.039 -0.203 0.097
C 6.690487 -1.600390 -2.062504 0.126 -0.061 -0.088
C 0.086864 -2.187081 -1.949539 -0.021 -0.142 0.637
C 2.106329 -3.669989 -1.646078 -0.509 -2.272 -1.534
C -0.556264 4.317191 -2.918935 -0.005 0.478 -0.296
C -1.857446 0.927189 -4.374087 0.201 -0.705 0.478
C 0.353876 -1.527737 2.162222 0.598 -0.192 -0.226
C 2.568590 -8.461034 -1.731754 0.434 0.797 0.042
C 2.695626 -4.722268 -1.333676 -1.806 1.296 -1.361
C 3.070684 -6.099663 -1.560814 0.447 -0.708 -0.157
C 0.503653 0.167011 -2.468379 -0.747 -0.335 -1.784
C -0.402858 -0.946532 -2.224355 -0.031 0.050 0.462
C 2.170249 -7.162406 -1.376374 0.030 -0.111 -0.147
C 0.768777 0.869284 -6.022869 0.012 -0.268 -0.154
C 1.772392 -0.268324 -3.042806 0.515 0.190 0.188
C 4.671959 -7.717697 -2.375841 -0.661 0.376 0.347
C 4.495626 1.242529 2.130649 0.090 0.069 0.306
H -0.704943 5.012423 -2.081647 0.028 -0.202 -0.254
H 3.894865 1.261153 3.051148 0.140 -0.016 -0.255
H 3.110226 0.064431 0.869303 0.313 -0.080 0.482
H -0.197481 0.725228 -6.515203 0.187 0.128 0.084
H -0.669253 -0.751725 3.758069 0.138 0.256 0.068
H -1.531509 0.074386 -4.984180 -0.267 0.130 0.122
H 0.498211 4.378781 -3.210329 -0.182 0.026 0.045
H -1.467644 -0.732088 -2.133902 0.240 -0.231 -0.012
H 1.867710 -9.304193 -1.615834 0.531 0.437 -0.135
H -1.866878 2.335425 -6.074880 0.017 -0.129 0.170
H 7.646798 -1.241763 -1.658698 -0.400 -0.004 0.070
H 4.207473 -0.864591 1.982473 -0.113 0.371 0.073
H 3.257874 -1.850977 -3.151020 -0.716 0.477 0.337
H 4.234479 2.932431 -1.908352 0.094 0.014 0.048
H 1.738588 2.079183 -4.523076 -0.158 0.123 0.035
H 5.841712 -2.517147 -0.294644 0.063 0.096 -0.402
H 4.607749 0.480237 -2.288919 0.089 0.209 0.173
H -0.706379 -2.423496 0.664770 -0.131 0.185 0.481
H -2.589308 0.547897 -3.645940 0.226 0.128 -0.147
H -2.037146 2.847247 -2.324468 0.302 -0.243 -0.329
H 4.335431 2.202753 1.623471 -0.044 -0.497 0.031
H 5.888195 2.521945 -1.423933 -0.206 -0.052 0.092
H 4.624581 2.786064 -0.204521 0.096 -0.138 -0.262
H 5.557425 1.196245 2.414385 -0.346 0.032 -0.043
H 5.681760 -7.940811 -2.746242 -0.590 -0.164 0.090
H 1.106760 -0.106590 -5.661140 -0.079 0.128 -0.016
H 0.388635 2.883301 -5.270925 -0.004 -0.135 -0.009
H 1.483152 1.193529 -6.788155 -0.169 0.016 0.186
H 3.365080 0.789927 -1.063187 0.496 -0.070 -0.210
H 6.395583 -0.942494 -2.889830 0.056 -0.075 0.282
H -0.565071 -3.005952 -1.644151 -0.030 0.216 -0.152
H 1.158844 -6.979743 -1.023637 0.186 -0.025 0.028
H 4.629691 -1.921488 -1.538252 0.429 -0.411 -0.049
H 2.380035 0.437707 -3.624536 -0.292 -0.441 0.427
H 5.058834 -5.600943 -2.266354 -0.050 -0.052 0.052
H -1.178398 4.668841 -3.749091 0.232 -0.014 0.055
H -3.433329 1.691425 -5.607151 0.090 0.060 0.042
H -0.500025 2.752505 -1.470386 -0.458 0.083 -0.879
H 1.061811 -0.459261 3.709394 -0.438 -0.126 0.068
H -2.671293 2.944102 -4.626128 -0.020 -0.180 -0.065
H -1.658590 -1.811317 2.025655 0.141 -0.089 -0.505
H 6.875756 -2.593781 -2.489680 -0.086 0.207 0.060


5.
14
Properties=species:S:1:pos:R:3:forces:R:3 method="wB97M-V/def2-TZVPD" smiles="CC(N)=O.C"
O -1.453150 1.276806 -0.553008 -0.290 0.060 0.251
N 0.759485 0.866299 -0.450337 -0.143 0.139 0.242
C 0.210823 -0.653545 2.432826 -0.013 0.001 0.042
C -0.472410 0.734903 -1.009058 0.080 0.023 -0.290
C -0.549118 -0.174362 -2.217093 0.090 -0.109 0.186
H -1.148800 0.273833 -3.003206 -0.009 0.103 0.023
H 0.338338 -1.312245 1.578202 0.001 -0.053 -0.011
H -1.060119 -1.076410 -1.879703 -0.024 -0.053 -0.077
H 1.573841 0.521109 -0.898770 0.406 -0.301 -0.186
H 1.104321 -0.042194 2.547648 0.003 0.020 0.024
H -0.656749 -0.017981 2.266380 0.012 0.017 -0.002
H 0.067160 -1.241862 3.336418 -0.015 -0.009 -0.006
H 0.857767 1.306830 0.448765 -0.115 0.133 -0.122
H 0.428610 -0.461178 -2.599063 0.017 0.029 -0.075


Short version: relative energy (zero: lowest compared OMol25 entry of this formula, charge and spin) = 235.6; 0.0; 61.8; 56.8; 0.0 kJ/mol, in the order given.
Short version: strongest force on any atom = 1.91; 0.67; 0.16; 2.79; 0.54 eV/Å, in the order given.